C54H65KN3O3P3 | ωB97M-V/def2-TZVPD

Structure (XYZ):
```
129
Properties=species:S:1:pos:R:3:forces:R:3
K 0.452256 0.075146 -0.143148 -1.4 0.0 -0.6
C -0.830145 -3.513519 -3.829694 0.1 0.0 0.0
O -0.174050 -2.597472 -4.693176 0.1 0.1 -0.1
C 1.162421 -2.381729 -4.383988 0.0 0.0 0.1
C 2.094922 -2.668124 -5.350520 -0.1 0.0 -0.1
C 3.455737 -2.430721 -5.133784 0.0 0.0 0.0
C 3.834252 -1.912782 -3.911422 0.0 0.0 -0.1
C 2.913309 -1.594159 -2.907792 0.1 0.1 0.1
C 3.486145 -1.088137 -1.660762 -0.2 -0.1 0.0
N 2.842462 -0.589464 -0.675877 0.8 0.0 0.1
N 3.676504 -0.328452 0.423920 0.0 -0.1 -0.3
C 3.131732 0.447462 1.330734 0.2 0.1 0.3
O 2.029697 1.066356 1.338509 0.6 0.2 0.3
C 4.007402 0.606383 2.561230 -0.1 0.1 0.0
C 3.507488 1.325414 3.643213 0.0 0.0 0.0
C 4.260580 1.487226 4.798565 0.0 0.0 0.0
C 5.531423 0.935733 4.882579 0.0 0.0 0.0
C 6.037633 0.219134 3.804577 0.0 0.0 0.0
C 5.280987 0.052768 2.655255 0.1 0.0 0.0
C 1.506303 -1.799349 -3.110516 0.0 -0.1 0.0
O 0.606379 -1.503886 -2.263651 0.0 0.1 0.0
H -1.861120 -3.584719 -4.177921 0.0 0.0 0.0
H -0.803247 -3.157473 -2.799967 0.0 0.0 0.0
H -0.356160 -4.500963 -3.897870 0.0 0.0 0.0
H 1.735779 -3.078667 -6.288714 0.0 0.0 0.0
H 4.187655 -2.659456 -5.898119 0.0 0.0 0.0
H 4.884800 -1.731195 -3.703517 0.0 0.0 0.0
H 4.575272 -1.176979 -1.562281 0.0 0.0 0.0
H 2.515205 1.744479 3.550583 0.0 0.0 0.0
H 3.849679 2.041078 5.634869 0.0 0.0 0.0
H 6.123593 1.059290 5.782226 0.0 0.0 0.0
H 7.028363 -0.217903 3.863275 0.0 0.0 0.0
H 5.652798 -0.513707 1.812286 0.0 0.0 0.0
C -2.357448 5.164435 0.832231 0.0 0.0 0.0
C -1.768218 3.932446 0.142287 0.1 0.0 0.0
C -2.186810 3.835059 -1.324021 -0.1 0.0 -0.1
P -1.863213 2.257331 0.962275 -0.2 -0.2 0.0
C -1.543585 2.755563 2.727762 0.0 0.1 0.0
C -1.701513 1.595472 3.702123 0.0 0.0 0.0
C -0.123206 3.320213 2.818130 0.0 0.0 0.0
C -3.641571 1.789485 0.935745 0.1 0.0 0.0
C -4.671639 2.617456 0.500397 0.0 0.1 -0.1
C -5.987521 2.195203 0.357166 0.0 0.0 0.0
C -7.069326 3.139696 -0.090742 -0.1 0.1 -0.1
C -6.258962 0.861309 0.653542 0.0 0.0 0.0
C -5.267760 0.008961 1.092287 0.0 0.0 0.0
C -3.929547 0.435272 1.268636 0.1 0.0 0.0
N -2.908731 -0.390879 1.626729 -0.1 0.1 0.0
C -3.040087 -1.313474 2.595897 0.2 -0.1 0.0
C -4.045765 -1.323573 3.602692 0.0 0.0 -0.1
C -4.065364 -2.261370 4.616314 -0.1 0.0 0.0
C -3.106105 -3.263174 4.719842 0.0 0.1 -0.1
C -3.119848 -4.275577 5.830833 0.0 -0.1 0.1
C -2.103124 -3.255537 3.752310 0.0 -0.1 0.1
C -2.033995 -2.329204 2.723524 0.0 0.0 0.0
P -0.650798 -2.288327 1.526084 -0.1 -0.1 0.2
C 0.724257 -3.168255 2.404916 0.0 -0.1 0.0
C 1.230794 -2.267710 3.529179 0.0 0.0 0.1
C 1.846944 -3.451147 1.407384 0.1 -0.1 0.0
C -1.200243 -3.527481 0.247412 0.0 0.0 0.0
C -1.440342 -4.944548 0.752787 0.0 0.0 0.0
C -2.452575 -2.988534 -0.440673 -0.1 0.0 0.0
H -2.269402 6.038323 0.177692 0.0 0.0 0.0
H -1.824661 5.396997 1.754921 0.0 0.0 0.0
H -3.409497 5.057439 1.091014 0.0 0.0 0.0
H -0.678912 4.069498 0.127519 0.0 0.0 0.0
H -3.271211 3.817782 -1.447331 0.0 0.0 0.0
H -1.797811 2.930120 -1.794220 0.0 0.0 0.0
H -1.802683 4.690642 -1.888639 0.0 0.0 0.0
H -2.269070 3.535146 2.994859 0.0 0.0 0.0
H -1.048758 0.761295 3.437476 0.0 0.0 0.0
H -2.718077 1.208063 3.725573 0.0 0.0 0.0
H -1.432306 1.934910 4.707904 0.0 0.0 0.0
H 0.602228 2.623473 2.391077 0.0 0.0 0.0
H 0.144698 3.489488 3.865834 0.0 0.0 0.0
H -0.013296 4.270347 2.292003 0.0 0.0 0.0
H -4.447338 3.641664 0.233630 0.0 0.0 0.0
H -6.646529 4.005134 -0.605273 0.0 0.0 0.0
H -7.664381 3.519767 0.746472 0.0 0.0 0.0
H -7.763319 2.655751 -0.782743 0.0 0.0 0.0
H -7.267298 0.476765 0.520346 0.0 0.0 0.0
H -5.498910 -1.030788 1.284645 0.0 0.0 0.0
H -4.806509 -0.554481 3.588787 0.0 0.0 0.0
H -4.856748 -2.206203 5.361460 0.0 0.0 0.0
H -4.043179 -4.203376 6.409885 0.0 0.0 0.0
H -2.288857 -4.139914 6.530265 0.0 0.0 0.0
H -3.052461 -5.300289 5.453472 0.0 0.0 0.0
H -1.327324 -4.012851 3.820386 0.0 0.0 0.0
H 0.393275 -4.120732 2.833447 0.0 0.0 0.0
H 1.584598 -1.314685 3.128443 0.0 0.0 0.0
H 2.069013 -2.738177 4.051898 0.0 0.0 0.0
H 0.447625 -2.050913 4.258021 0.0 0.0 0.0
H 2.205610 -2.536306 0.933744 0.0 0.1 0.0
H 1.533672 -4.130851 0.613296 0.0 0.0 0.0
H 2.703241 -3.901952 1.918867 0.0 0.0 0.0
H -0.391440 -3.525873 -0.492344 0.0 0.0 0.0
H -2.256079 -4.956654 1.480108 0.0 0.0 0.0
H -0.558332 -5.375758 1.228786 0.0 0.0 0.0
H -1.723131 -5.601252 -0.076729 0.0 0.0 0.0
H -3.282872 -2.926664 0.266606 0.0 0.0 0.0
H -2.747734 -3.653090 -1.258795 0.0 0.0 0.0
H -2.296542 -1.990875 -0.849642 0.0 0.0 0.0
C 1.737590 5.116851 -2.432505 0.1 0.0 0.0
P 1.462828 3.342713 -2.024806 -0.1 -0.1 0.1
C 0.599219 2.743389 -3.519422 0.0 0.0 0.0
C 0.384685 1.367295 -3.620550 0.0 0.0 0.0
C -0.355884 0.837231 -4.664112 0.0 0.0 0.0
C -0.899419 1.683328 -5.623227 0.0 -0.1 0.0
C -0.696771 3.051704 -5.534554 0.0 0.0 0.0
C 0.049779 3.579255 -4.488005 0.0 0.0 0.0
C 3.158672 2.705666 -2.278497 0.0 0.0 0.0
C 3.675866 2.310529 -3.510348 0.0 0.0 0.0
C 4.980541 1.856193 -3.605471 0.0 0.0 0.0
C 5.784199 1.801315 -2.472964 0.0 0.0 0.0
C 5.274960 2.184499 -1.242275 0.0 0.0 0.0
C 3.963284 2.624712 -1.145932 0.0 0.0 0.0
H 0.796312 5.664966 -2.371744 0.0 0.0 0.0
H 2.186731 5.259816 -3.417788 0.0 0.0 0.0
H 2.411794 5.520647 -1.676161 0.0 0.0 0.0
H 0.789895 0.678420 -2.887199 0.0 0.0 0.0
H -0.506446 -0.234008 -4.710798 0.0 0.0 0.0
H -1.487204 1.271946 -6.435014 0.0 0.0 0.0
H -1.123917 3.714839 -6.278065 0.0 0.0 0.0
H 0.192309 4.650965 -4.428970 0.0 0.0 0.0
H 3.045548 2.326295 -4.390968 0.0 0.0 0.0
H 5.362693 1.516832 -4.560001 0.0 0.0 0.0
H 6.797690 1.425989 -2.546685 0.0 0.0 0.0
H 5.872139 2.087273 -0.345468 0.0 0.0 0.0
H 3.537997 2.853429 -0.175499 0.0 0.0 0.0
```
Forces are in eV/Å.

2S+1: 1
Net charge: -2
E_tot in Eh: -4110.8063
Energy above the lowest of the compared OMol25 structures with the same formula, charge and spin in eV: 0.000

C37H49FN4O3PS | ωB97M-V/def2-TZVPD

Structure (XYZ):
```
96
Properties=species:S:1:pos:R:3:forces:R:3
C -3.015991 -2.769015 0.188978 -0.3 0.1 -0.4
C -2.802873 -1.690270 -0.910822 -0.2 0.9 0.8
C -2.533067 -0.279834 -0.273544 1.1 -0.1 -0.9
C -2.621059 0.842371 -1.359605 -1.0 -0.4 0.0
C -2.951065 2.280930 -0.826575 0.9 -0.1 -0.5
C -2.341152 2.654333 0.558690 0.1 1.3 -0.2
C -0.876078 3.241024 0.492983 0.0 -0.6 0.8
C 0.164798 2.284136 -0.155392 0.2 0.8 -0.2
C 1.532097 3.023894 -0.470436 -1.4 -1.3 -0.1
C 2.784435 2.150909 -0.206149 1.1 3.0 0.2
N 3.915217 3.191046 -0.374731 -0.2 -0.8 -0.1
C 4.194789 3.377896 -1.527460 -0.4 0.8 -2.2
S 4.243205 3.598109 -3.102713 0.5 0.0 1.2
C 3.075236 1.624821 1.250699 -0.6 -0.7 1.0
O 3.934435 2.482172 1.952560 -0.6 -0.5 -0.1
N 3.694051 0.291441 1.003692 0.7 1.2 -1.1
C 4.068355 0.316313 -0.360976 -1.6 0.5 2.3
N 5.120115 -0.330508 -0.745096 -0.5 0.7 -1.7
F 5.869888 -1.069662 0.072963 -0.3 0.1 -0.1
N 3.191962 1.104608 -1.176819 2.4 -2.9 0.8
P 1.936878 -0.103529 -1.665534 -4.8 -0.1 1.1
O 2.549090 -1.655029 -1.614659 0.9 2.2 -1.7
O 1.435689 0.309702 -3.193844 2.7 -1.3 1.1
H -2.186693 -2.811414 0.931311 -0.4 0.0 -0.7
H -3.941635 -2.542062 0.763687 0.5 -0.2 -0.4
H -3.140701 -3.754088 -0.307257 0.1 0.4 0.6
H -3.701884 -1.566052 -1.557563 0.5 -0.5 0.4
H -1.944934 -1.941139 -1.571281 -0.5 0.1 0.3
H -1.464920 -0.309764 0.068287 -0.8 0.1 0.2
H -3.170830 -0.059476 0.605498 0.1 -0.3 -0.6
H -3.465125 0.555579 -2.035985 0.6 0.3 0.4
H -1.717480 0.799577 -2.013364 -0.5 0.2 0.6
H -4.048961 2.453732 -0.872872 0.7 -0.3 0.4
H -2.519978 3.000877 -1.568241 -0.4 -0.4 0.5
H -2.371467 1.853438 1.324089 0.0 0.2 -0.6
H -2.971010 3.483291 0.965508 0.4 -0.6 -0.1
H -0.827921 4.257741 0.041790 -0.3 -0.7 0.0
H -0.555434 3.378101 1.557656 -0.2 0.1 -0.7
H -0.209367 1.935360 -1.139179 0.1 -0.2 0.8
H 0.327816 1.424577 0.533375 -0.2 0.4 -0.6
H 1.611342 3.970631 0.099367 0.2 -0.7 0.0
H 1.483444 3.314917 -1.545378 0.5 -0.2 0.7
H 2.220976 1.404540 1.923712 -0.1 0.4 -1.0
H 3.448782 2.839446 2.713379 0.3 -0.2 -0.2
H 3.041877 -0.446603 1.270149 0.6 -0.3 -0.2
H 5.403929 -0.284693 -1.725066 0.5 -0.3 0.4
H 2.941323 -1.885680 -2.483113 0.0 -0.6 0.4
H 2.157732 0.038178 -3.801648 -0.7 0.5 -0.6
C -2.130717 4.575904 6.240314 0.0 0.0 0.0
C -0.764576 4.721156 6.441833 0.0 0.0 0.0
C 0.133014 4.002398 5.663329 0.0 0.0 -0.1
C -0.336259 3.144808 4.676301 -0.1 0.1 0.0
C -1.704337 3.002338 4.472051 0.1 0.0 -0.1
C -2.600640 3.714513 5.256980 0.0 0.0 0.0
H -2.830359 5.134112 6.850059 0.0 0.0 0.0
H -0.398798 5.394776 7.207101 0.0 0.0 0.0
H 1.198927 4.111358 5.825585 0.0 0.0 0.0
H 0.365333 2.586269 4.065007 0.0 0.0 0.0
H -2.067378 2.334008 3.700227 -0.1 0.0 0.0
H -3.666368 3.599334 5.102149 0.0 0.0 0.0
C -1.293354 -1.766335 4.531841 0.0 0.0 0.0
C -1.249040 -2.715032 5.545151 0.0 0.0 0.0
C -0.916025 -2.334907 6.838716 0.0 0.0 0.0
C -0.636796 -1.003623 7.121541 0.0 0.0 0.0
C -0.684977 -0.053318 6.109765 0.0 0.0 0.0
C -1.008697 -0.435380 4.812930 0.0 -0.1 0.1
H -1.550033 -2.064086 3.521457 0.0 0.0 0.0
H -1.473537 -3.752076 5.326288 0.0 0.0 0.0
H -0.875159 -3.076113 7.627458 0.0 0.0 0.0
H -0.382110 -0.706836 8.131672 0.0 0.0 0.0
H -0.469019 0.985041 6.330992 0.0 0.0 0.0
H -1.040627 0.304592 4.022021 0.0 0.0 0.0
C -1.285304 -0.624384 -8.505589 0.0 0.0 0.0
C -1.261048 -1.559121 -7.478575 0.0 0.0 0.0
C -0.941868 -1.163286 -6.186174 0.0 0.0 0.0
C -0.655987 0.170149 -5.919303 0.0 0.0 0.0
C -0.683832 1.105623 -6.946071 0.0 0.0 0.0
C -0.994351 0.707809 -8.239897 0.0 0.0 0.0
H -1.531217 -0.933958 -9.513943 0.0 0.0 0.0
H -1.490657 -2.597344 -7.685894 0.0 0.0 0.0
H -0.916945 -1.894091 -5.385857 0.0 0.0 0.0
H -0.412137 0.479816 -4.910151 -0.1 0.0 0.0
H -0.462642 2.145874 -6.737596 0.0 0.0 0.0
H -1.011031 1.436035 -9.041431 0.0 0.0 0.0
C 0.430126 -6.461177 -2.924512 0.0 0.0 0.0
C 0.398284 -5.227246 -2.288517 0.0 0.0 0.0
C 1.566110 -4.683996 -1.767521 0.0 -0.1 0.0
C 2.767741 -5.371330 -1.891225 0.0 0.0 0.0
C 2.799678 -6.603959 -2.530776 0.0 0.0 0.0
C 1.630628 -7.150700 -3.043556 0.0 0.0 0.0
H -0.480695 -6.886513 -3.327769 0.0 0.0 0.0
H -0.537809 -4.688384 -2.197799 0.0 0.0 0.0
H 1.539442 -3.726359 -1.265722 -0.1 -0.1 0.0
H 3.680343 -4.945836 -1.488346 0.0 -0.1 0.0
H 3.736346 -7.139394 -2.628607 0.0 0.0 0.0
H 1.654734 -8.114227 -3.537214 0.0 0.0 0.0
```
Forces are in eV/Å.

2S+1: 1
Net charge: +1
E_tot in Eh: -2723.0399